Density functional theory data (the ωB97M-V functional and the def2-TZVPD basis) for a cluster of 2 separate species, C9H11ClSSi in total at a distorted geometry.

Properties
**HOMO (alpha / beta)**: -8.0 / -5.9 eV
**HOMO-LUMO gap (alpha / beta)**: 8.45 / 4.12 eV
**Lowest unoccupied orbital energy (alpha / beta)**: 0.49 / -1.82 eV
**ΔE to the lowest compared entry with this formula, charge and spin**: 398.1 kJ/mol

```
23
Properties=species:S:1:pos:R:3:forces:R:3:mulliken_charge:R:1
C 2.137225 -1.179129 -1.394934 -0.7 1.2 -1.8 -0.83
C 2.761849 -2.020492 -0.617868 1.2 1.1 2.8 -0.07
C 2.321060 0.182408 -1.052849 1.5 -0.4 0.6 0.63
C 3.168868 0.322206 0.116962 -2.2 -1.6 -2.1 -0.40
C 2.186098 1.448387 -1.685038 0.8 0.0 2.5 -0.86
C 2.742700 2.411932 -0.753323 0.1 -1.1 -0.2 -0.47
C 3.351413 1.714408 0.298533 0.4 2.4 -0.3 -0.25
C -2.083832 -0.082955 -1.280700 1.0 -0.9 -0.5 -0.93
C -0.178953 -0.187650 1.395366 2.9 2.8 1.4 -0.67
Si -1.315484 -1.037574 0.160249 -1.5 2.0 1.4 0.14
S 3.552098 -1.235199 0.721139 0.4 0.6 -0.1 -0.18
Cl -1.272649 -3.006121 -0.141143 0.6 -1.3 -0.4 -0.22
H 1.669433 -1.631535 -2.236478 -0.7 0.4 -0.8 0.41
H 2.820951 -3.027699 -0.716371 0.1 -2.8 -0.1 0.57
H 1.934197 1.608531 -2.691222 -0.7 0.3 -1.0 0.53
H 2.721241 3.472894 -0.944731 0.3 0.0 0.3 0.45
H 3.986843 2.210359 1.026171 -0.3 -0.2 0.1 0.43
H -2.434581 -0.757860 -2.079234 -0.5 0.0 0.7 0.31
H -2.812638 0.660066 -0.992941 -0.3 0.0 0.1 0.34
H -1.296999 0.399826 -1.821361 0.7 0.9 -0.2 0.30
H -0.580779 0.795915 1.876353 -0.2 -1.4 -1.5 0.35
H 0.077625 -0.639684 2.388937 -0.5 -0.7 -1.1 0.39
H 0.912941 0.236013 1.078678 -2.4 -1.2 0.1 0.03
```
Positions in Å, forces in eV/Å.



Density functional theory data (the ωB97M-V functional and the def2-TZVPD basis) for a cluster of 2 separate species, C9H11F3N3O4PS in total at a distorted geometry.

Properties
**HOMO**: 1.7 eV
**HOMO-LUMO gap**: 2.31 eV
**Lowest unoccupied orbital energy**: 4.05 eV
**Total charge**: -2

```
32
Properties=species:S:1:pos:R:3:forces:R:3:mulliken_charge:R:1
N -4.152485 -0.803565 -1.643138 -0.2 -0.2 0.6 -0.70
C -3.641236 -0.241632 -0.628203 0.7 1.1 -1.0 0.05
C -2.518031 0.822125 -0.816457 0.2 -1.1 0.6 -1.14
C -1.193043 0.054521 -0.870950 -1.7 1.7 -0.3 0.85
C -0.434371 -0.118040 -1.991193 0.0 -0.5 1.4 -0.77
N 0.619446 -0.891902 -1.554807 0.0 -0.1 -0.9 0.18
C 0.475817 -1.157378 -0.263701 2.1 -1.7 -0.8 0.01
S 1.711528 -2.195733 0.489345 -0.3 0.4 0.9 -0.18
N -0.630800 -0.591025 0.219198 0.5 -0.7 -0.8 0.38
C -1.085643 -0.683066 1.599764 -0.9 1.2 0.9 -0.74
C -0.973204 0.728341 2.296728 0.3 0.4 0.6 -0.52
C 0.230475 0.860332 3.183271 0.0 0.2 -0.3 -0.05
F -0.076637 1.092793 4.586675 -0.1 -0.9 -0.3 -0.30
C 1.535618 0.813788 2.789625 -0.4 -0.4 -0.2 0.18
F 2.377965 -0.226064 3.118881 0.3 1.4 0.3 -0.24
F 2.167694 1.752537 2.050490 0.0 -1.1 -0.1 -0.20
H -3.713667 -0.418169 -2.483414 -0.1 -0.1 0.0 0.28
H -3.934978 -0.511968 0.394709 -0.1 0.0 -0.4 0.41
H -2.525862 1.586684 -0.026127 0.0 -0.3 -0.2 0.26
H -2.633388 1.330060 -1.786086 -0.1 -0.2 0.3 0.44
H -0.607167 0.244650 -2.997442 0.4 -0.1 0.3 0.35
H 1.435609 -1.221280 -2.125519 0.7 1.0 0.2 0.24
H 1.768441 -3.258908 -0.361449 -0.5 0.8 -0.2 0.16
H -0.530738 -1.427787 2.184187 0.2 0.3 -0.6 0.41
H -2.149077 -0.979494 1.654895 0.4 -0.1 -0.5 0.18
H -1.882668 0.884938 2.908224 0.3 0.0 -0.3 0.32
H -0.970333 1.505488 1.503768 -0.1 -0.3 0.1 0.35
O 3.267689 1.772057 -2.501981 -0.3 0.0 0.3 -0.72
P 4.278001 0.608540 -2.295615 -0.2 -0.4 -0.5 0.82
O 5.563823 0.898867 -3.091535 -0.1 -0.2 0.1 -0.81
O 3.607730 -0.738621 -2.762152 -0.8 -0.3 0.2 -0.84
O 4.613493 0.508914 -0.779991 -0.2 0.1 0.2 -0.65
```
Positions in Å, forces in eV/Å.



Density functional theory data (the ωB97M-V functional and the def2-TZVPD basis) for a structure of composition C9H11F4PS at a distorted geometry.

Properties
**HOMO**: -8.8 eV
**HOMO-LUMO gap**: 8.92 eV
**Lowest unoccupied orbital energy**: 0.10 eV

```
26
Properties=species:S:1:pos:R:3:forces:R:3:mulliken_charge:R:1
C -1.568152 0.257946 0.402583 -0.3 0.3 -0.1 -1.10
C -1.395815 1.579914 0.453986 0.1 -0.1 -0.1 1.01
C 0.993956 -0.006769 1.107978 -2.7 -2.0 -1.8 0.15
C 0.997523 1.468202 1.160089 0.0 0.5 -0.1 -0.64
C -0.471787 -0.653306 0.067931 3.4 1.0 1.8 -0.20
C -0.015590 2.113839 0.195753 0.2 -0.5 -0.2 0.06
C -2.461838 2.550872 0.826749 0.0 0.0 0.0 -1.46
C 1.402950 -1.738924 -1.741891 -0.5 0.1 0.1 -0.61
C 0.937918 -3.184922 -1.753453 0.1 -0.1 -0.1 0.82
F 0.036431 3.480488 0.376817 -0.1 0.5 0.2 -0.38
F 1.923327 -4.007922 -2.150529 0.3 0.0 -0.1 -0.28
F 0.564732 -3.613978 -0.536607 -0.1 0.1 0.3 -0.25
F -0.099056 -3.401048 -2.567472 -0.1 0.1 -0.2 -0.26
P 2.026216 -1.061000 1.875438 0.2 0.5 0.2 -0.13
S 0.023695 -0.555175 -1.669950 0.1 -0.2 0.0 -0.10
H -2.522359 -0.186057 0.645589 -0.2 0.0 0.0 0.31
H 0.737061 1.796125 2.172841 0.0 0.0 -0.1 0.32
H 1.991942 1.866013 0.937841 -0.1 0.0 0.0 0.36
H -0.620238 -1.685730 0.363954 0.0 0.1 0.1 0.68
H 0.286370 1.935946 -0.842674 0.0 0.0 0.2 0.17
H -2.611377 3.266173 0.017810 -0.1 0.1 0.0 0.31
H -2.161406 3.117569 1.707807 -0.1 0.1 0.0 0.30
H -3.397970 2.037082 1.030847 0.0 0.0 0.0 0.40
H 1.926620 -1.542980 -2.677377 0.0 0.0 0.1 0.40
H 2.072676 -1.577866 -0.893068 0.0 -0.1 -0.2 0.14
H 1.404169 -2.254491 1.489007 -0.2 -0.3 -0.2 -0.04
```
Positions in Å, forces in eV/Å.



Density functional theory data (the ωB97M-V functional and the def2-TZVPD basis) for a structure of composition C9H11N2O10P2W at a distorted geometry.

Properties
**HOMO**: -13.3 eV
**HOMO-LUMO gap**: 8.01 eV
**Lowest unoccupied orbital energy**: -5.30 eV
**Total charge**: +1
**ΔE to the lowest compared entry with this formula, charge and spin**: 165.7 kJ/mol

```
35
Properties=species:S:1:pos:R:3:forces:R:3:mulliken_charge:R:1
W -0.029435 0.455993 0.508711 -0.7 0.8 0.2 2.32
O 3.061609 2.782023 1.741612 0.1 0.3 0.1 -0.49
C 2.376095 1.837174 1.569469 -0.2 -0.6 -0.4 0.32
O 1.027294 1.861505 1.355339 0.6 0.1 -0.1 -0.74
C 2.809690 0.393306 1.642546 0.4 0.0 0.0 0.74
C 3.901608 -0.066901 2.357207 -0.3 -0.2 -0.1 -0.90
C 3.848923 -1.383363 2.819064 0.1 0.0 0.1 -0.04
C 2.674438 -2.127202 2.691011 0.1 0.1 -0.4 -0.93
C 1.658746 -1.581052 1.929266 0.1 -0.4 0.6 0.70
N 1.823782 -0.425918 1.309672 -0.6 0.5 0.5 0.09
C 0.183040 -1.839552 2.179304 0.1 0.7 -0.3 0.44
O -0.323778 -2.863398 2.468943 -0.2 0.0 0.2 -0.47
O -0.440742 -0.601885 2.117271 0.2 -0.5 -0.2 -0.51
H 4.689588 0.620604 2.628483 0.0 0.0 0.0 0.51
H 4.670552 -1.772440 3.406080 0.0 0.0 0.0 0.43
H 2.503537 -3.054166 3.219705 0.1 0.0 0.0 0.50
N -2.482790 -1.101298 -2.840226 0.1 0.3 0.0 -0.20
C -1.704676 0.059522 -2.198868 -0.1 0.1 -0.1 0.82
C -1.579598 1.172215 -3.229314 0.0 -0.1 -0.1 -1.82
P 0.005585 -0.825643 -1.879066 0.1 0.5 1.6 -0.20
O -0.514470 1.988963 -0.518750 -0.5 0.4 0.3 -0.61
O -0.476961 -1.231694 -0.318694 0.3 -0.8 -0.8 -0.60
O 1.021583 0.252395 -1.176804 -0.2 -0.4 -0.5 -0.54
P -2.823012 0.413326 -0.671857 0.3 -0.5 0.8 1.06
O -3.525572 1.768855 -1.048993 0.0 0.3 0.1 -0.48
O -3.710638 -0.770905 -0.610055 0.1 0.1 -0.3 -0.83
O -2.010738 0.654891 0.675933 -0.1 -0.6 -1.1 -0.57
H -1.879363 -1.870998 -3.140993 0.0 -0.1 0.0 0.36
H -2.999256 -0.780033 -3.657586 -0.1 0.0 0.0 0.36
H -3.155161 -1.396118 -2.087607 -0.2 -0.2 0.1 0.34
H -1.095801 0.786146 -4.132211 0.0 0.0 0.0 0.52
H -0.965187 1.976802 -2.841236 0.0 0.0 0.1 0.34
H -2.551610 1.583312 -3.506010 0.0 0.0 0.0 0.46
H -0.054916 2.825363 -0.447639 0.4 0.2 -0.1 0.28
H -3.932367 2.260169 -0.313708 0.1 -0.2 -0.2 0.35
```
Positions in Å, forces in eV/Å.



Density functional theory data (the ωB97M-V functional and the def2-TZVPD basis) for a structure of composition C9H11N2O2 at a distorted geometry.

Properties
**HOMO (alpha / beta)**: -12.6 / -12.6 eV
**HOMO-LUMO gap (alpha / beta)**: 7.02 / 7.16 eV
**Lowest unoccupied orbital energy (alpha / beta)**: -5.54 / -5.40 eV
**Total charge**: +1
**ΔE to the lowest compared entry with this formula, charge and spin**: 653.4 kJ/mol

```
24
Properties=species:S:1:pos:R:3:forces:R:3:mulliken_charge:R:1
C -2.406769 2.635827 0.499565 0.2 1.4 0.7 -0.42
C 2.514860 -1.827796 0.276912 4.1 -3.7 -0.5 -0.57
C -1.475356 2.832309 1.478261 -1.7 2.0 -0.6 -0.50
C -2.209536 1.340840 -0.060587 1.6 -1.7 2.5 0.43
C -1.080284 1.037504 0.675191 0.5 -3.0 -1.6 0.38
C 1.729581 -2.906997 0.441201 0.5 -3.2 -0.4 0.40
C 0.548302 -1.174674 0.602431 -4.8 4.1 0.6 -0.05
C -3.082086 0.523049 -0.926658 0.7 -2.2 1.2 -1.21
C 2.229407 0.584725 0.249883 -1.2 1.6 -1.5 -0.70
N 1.775796 -0.755309 0.363835 -2.3 0.2 0.7 0.18
N 0.412582 -2.500553 0.644122 1.2 -2.0 0.3 -0.04
O -0.612956 1.819274 1.610203 0.1 -1.0 -0.2 -0.25
O 1.934809 -4.274549 0.395560 0.8 0.8 -0.1 -0.54
H -3.076916 3.457803 0.200259 0.1 -0.9 0.1 0.37
H 3.602929 -1.818936 0.130736 -0.7 0.1 0.0 0.39
H -1.356332 3.699940 2.067794 0.5 0.5 0.6 0.47
H -3.938263 1.107641 -1.067144 -1.7 0.1 -0.2 0.38
H -2.567146 0.531975 -1.809717 1.0 -0.1 -2.9 0.39
H -3.223390 -0.638313 -0.756852 0.1 2.7 0.5 0.26
H 2.849182 0.896281 1.071344 0.5 -0.2 0.2 0.34
H 2.710681 0.749996 -0.777262 -0.7 -0.1 1.6 0.33
H 1.258051 1.112690 0.368758 1.1 0.4 -0.6 0.21
H -0.317014 -3.303941 0.909534 1.6 3.2 -0.8 0.38
H 2.849181 -4.585815 0.129092 -1.5 1.0 0.4 0.36
```
Positions in Å, forces in eV/Å.



Density functional theory data (the ωB97M-V functional and the def2-TZVPD basis) for a cluster of 2 separate species, C9H11N2P in total at a distorted geometry.

Properties
**HOMO (alpha / beta)**: -8.6 / -8.6 eV
**HOMO-LUMO gap (alpha / beta)**: 8.09 / 8.09 eV
**Lowest unoccupied orbital energy (alpha / beta)**: -0.53 / -0.53 eV
**ΔE to the lowest compared entry with this formula, charge and spin**: 267.0 kJ/mol

```
23
Properties=species:S:1:pos:R:3:forces:R:3:mulliken_charge:R:1
C -3.206605 -1.086057 -2.077403 -3.3 0.7 1.0 0.54
C 1.104482 3.374924 0.312867 1.4 2.8 0.4 -0.35
C 1.256519 2.419246 1.296115 1.4 1.5 2.9 -0.19
C 0.354427 3.109092 -0.788418 -0.4 -0.2 -1.3 -0.46
C 0.691231 1.187720 1.265668 -1.9 -1.3 -2.1 -0.58
C -0.125126 1.811604 -0.965248 -0.3 0.0 0.0 -0.25
C 0.022499 0.918400 0.051030 -0.7 -2.7 -0.7 0.23
C -0.607047 -2.809403 0.098170 3.6 3.7 -0.9 -1.13
C 0.698651 -1.206513 -2.084850 2.6 1.2 1.5 -1.05
N -4.344899 -0.864012 -2.028691 -0.3 0.0 -0.5 -0.59
N -1.983809 -1.330331 -2.009122 4.8 -0.2 0.4 -0.55
P -0.713345 -1.201531 -1.061634 -0.9 0.1 2.5 0.61
H 1.610621 4.422817 0.461166 -1.2 -2.2 -0.3 0.24
H 1.762263 2.768618 2.241830 -0.4 -0.6 -1.1 0.25
H 0.120257 3.833453 -1.561899 0.3 0.1 0.2 0.37
H 0.559261 0.469075 2.050041 0.7 0.0 0.5 0.39
H -0.648645 1.500042 -1.860573 -0.1 0.3 -0.1 0.31
H 0.377175 -3.260539 -0.212053 -1.2 0.1 0.2 0.31
H -0.444003 -2.395400 1.110041 -0.9 -0.8 -0.3 0.33
H -1.447248 -3.292571 -0.259497 -1.7 -1.4 0.2 0.43
H 1.484750 -0.533719 -1.585366 -1.1 -0.9 -0.9 0.34
H 1.149886 -2.161722 -2.211417 0.1 -1.0 -0.1 0.44
H 0.428226 -0.824469 -3.016782 -0.3 0.8 -1.6 0.36
```
Positions in Å, forces in eV/Å.



Number 1: DFT total energy -1497.29738 a.u., molar mass 214.793 g mol⁻¹. Number 2: DFT total energy -1853.67534 a.u., molar mass 345.239 g mol⁻¹. Number 3: DFT total energy -1488.48326 a.u., molar mass 258.220 g mol⁻¹. Number 4: DFT total energy -1961.26848 a.u., molar mass 552.979 g mol⁻¹. Number 5: DFT total energy -609.04061 a.u., molar mass 179.199 g mol⁻¹. Number 6: DFT total energy -800.27987 a.u., molar mass 178.175 g mol⁻¹.